{
  "formula": "C4H4",
  "method": "ωB97M-V with the def2-TZVPD basis set",
  "charge": 0,
  "multiplicity": 1,
  "lumo_energy_ha": 0.042,
  "homo_energy_ev": -9.42,
  "homo_lumo_gap_ev": 10.6,
  "e_above_lowest_kcal_mol": 4.5,
  "species": ["C", "C", "C", "C", "H", "H", "H", "H"],
  "xyz": [[-0.35710, -0.59955, 1.46552], [-0.51496, -0.65922, 0.16797], [0.22096, 0.26418, -0.65926], [0.73443, 1.11676, -1.31780], [-0.79786, -1.38628, 2.14003], [0.26321, 0.17826, 2.00297], [-1.22975, -1.36876, -0.24879], [1.26438, 1.84374, -1.83284]],
  "mulliken_charge": [-0.546, -0.536, -0.419, 0.305, 0.231, 0.238, 0.291, 0.436]
}